Entry one
The following is a DFT calculation (ωB97M-V/def2-TZVPD) of a cluster of 2 separate species, C5H13N3O2 in total.

Cartesian coordinates (Å):
C  -2.12  0.50  -0.72
C  0.01  1.83  -1.00
C  -0.73  0.57  -1.27
C  -0.22  -0.41  -2.01
H  -2.58  -0.47  -0.92
H  -2.13  0.69  0.35
H  -0.63  2.69  -1.20
H  0.32  1.89  0.04
H  0.90  1.91  -1.63
H  -2.73  1.27  -1.19
H  -0.75  -1.33  -2.19
H  0.77  -0.34  -2.44
N  1.82  -0.57  1.19
C  0.41  -0.86  1.34
N  -0.20  0.18  1.99
O  2.16  -0.63  -0.18
O  2.54  -1.54  1.87
N  -0.06  -1.95  0.94
H  2.78  0.09  -0.33
H  2.26  -2.42  1.56
H  -1.13  0.08  2.33
H  0.38  0.90  2.38
H  -1.06  -2.08  1.08

Calculated values
* gap between HOMO and LUMO: 9.58 eV
* E_HOMO: -8.82 eV

Entry two
The following is a DFT calculation (ωB97M-V/def2-TZVPD) of a cluster of 2 separate species, C5H13N3O2 in total.

Cartesian coordinates (Å):
C  0.73  -0.49  -2.58
C  0.89  -1.93  -2.00
C  1.57  0.21  -1.47
O  2.06  -0.28  -0.45
O  1.83  1.48  -1.68
H  1.16  -0.39  -3.76
H  -0.31  -0.13  -2.75
H  1.92  -2.08  -1.74
H  0.67  -2.76  -2.72
H  0.24  -2.01  -1.09
C  -2.08  1.94  1.97
C  -0.86  -0.19  1.63
N  -1.33  0.72  2.53
N  0.23  -0.97  2.06
N  -1.18  -0.56  0.42
H  -0.43  1.24  2.91
H  0.65  -0.92  2.90
H  0.82  -1.42  1.27
H  -1.70  0.18  0.03
H  1.75  1.84  -0.81
H  -1.35  2.38  1.18
H  -2.44  2.66  2.79
H  -2.86  1.50  1.34

Calculated values
* gap between HOMO and LUMO: 9.25 eV
* E_HOMO: -8.80 eV

It is entry two that is the most stable of them.